The following is a quantum chemistry calculation of a cluster of 7 separate species, C20H57N3O7 in total in a non-equilibrium geometry, from OMol25.

Geometry as XYZ:
```
87
Properties=species:S:1:pos:R:3:mulliken_spin:R:1
C 4.518 -9.521 -1.143 0.0182
C 5.000 -8.116 -0.732 0.0156
C 5.255 -7.922 0.738 0.1082
O 4.058 -7.873 1.472 0.0142
C 4.097 -8.864 2.574 -0.0024
N 6.180 -7.826 -1.573 0.7897
H 5.252 -10.313 -0.990 -0.0029
H 4.399 -9.396 -2.219 0.0003
H 3.506 -9.636 -0.757 -0.0046
H 4.222 -7.391 -0.968 0.0745
H 5.720 -6.947 0.891 0.0098
H 5.878 -8.775 1.006 0.0017
H 5.091 -8.778 3.013 -0.0010
H 3.991 -9.858 2.140 0.0022
H 3.447 -8.739 3.440 0.0013
H 6.408 -6.843 -1.610 -0.0177
H 6.209 -8.074 -2.552 -0.0081
C -3.383 -7.412 0.167 0.0000
C -2.427 -8.465 0.648 0.0001
C -1.612 -8.191 2.014 0.0000
O -0.597 -9.068 2.250 0.0004
C 0.366 -9.188 1.260 0.0006
N -3.160 -9.706 0.631 0.0000
H -3.824 -7.762 -0.767 0.0000
H -2.963 -6.407 0.122 0.0000
H -4.253 -7.310 0.815 0.0000
H -1.756 -8.699 -0.178 0.0000
H -2.248 -8.249 2.897 0.0000
H -1.197 -7.184 2.066 0.0001
H 0.426 -8.474 0.438 -0.0003
H 0.439 -10.184 0.825 0.0002
H 1.274 -8.953 1.816 -0.0006
H -3.056 -10.113 -0.287 0.0000
H -2.707 -10.233 1.363 0.0000
C 4.875 0.180 8.412 0.0000
C 5.937 0.841 7.616 0.0000
C 5.610 0.910 6.166 0.0000
O 5.789 -0.469 5.696 0.0000
C 5.455 -0.660 4.305 0.0000
N 6.216 2.209 8.159 0.0000
H 4.030 0.859 8.518 0.0000
H 5.267 -0.085 9.394 0.0000
H 4.663 -0.673 7.767 0.0000
H 6.786 0.164 7.712 0.0000
H 6.383 1.469 5.639 0.0000
H 4.631 1.276 5.855 0.0000
H 4.371 -0.664 4.186 0.0000
H 5.950 -1.500 3.817 0.0000
H 5.761 0.138 3.629 0.0000
H 7.210 2.379 8.194 0.0000
H 5.884 2.146 9.111 0.0000
C 7.764 -0.919 1.478 0.0000
C 8.223 -2.455 1.604 0.0000
O 7.093 -3.083 2.166 0.0000
H 8.403 -0.299 0.849 0.0000
H 7.630 -0.411 2.432 0.0000
H 6.793 -0.748 1.012 0.0000
H 9.112 -2.585 2.221 0.0000
H 8.512 -2.654 0.572 0.0000
H 7.282 -3.750 2.830 0.0000
C -2.455 -4.836 4.029 0.0000
C -2.086 -3.928 2.840 0.0000
O -1.059 -4.393 2.069 0.0000
H -1.796 -4.673 4.882 0.0000
H -2.281 -5.890 3.813 0.0000
H -3.505 -4.788 4.316 0.0000
H -1.837 -2.883 3.024 0.0000
H -2.944 -3.847 2.174 0.0000
H -0.621 -3.682 1.595 0.0000
C 2.505 -5.128 1.875 -0.0010
C 3.964 -4.641 1.746 0.0011
O 3.905 -3.266 1.931 0.0009
H 2.040 -4.733 2.778 -0.0001
H 2.488 -6.215 1.950 0.0003
H 1.868 -4.780 1.063 0.0003
H 4.562 -4.856 0.860 -0.0005
H 4.596 -5.069 2.524 0.0006
H 4.709 -2.868 1.589 0.0000
C 6.744 -3.655 -1.928 -0.0005
C 7.099 -2.754 -3.105 0.0000
O 7.759 -3.607 -4.036 0.0000
H 6.368 -4.608 -2.300 -0.0003
H 5.964 -3.330 -1.240 -0.0001
H 7.603 -3.894 -1.301 -0.0003
H 7.838 -1.986 -2.878 0.0001
H 6.278 -2.261 -3.627 0.0000
H 8.671 -3.855 -3.868 0.0000
```

The spin multiplicity is 2. The gap between HOMO and LUMO (alpha / beta) is 7.3460 / 1.6902 eV. The net charge is +1. The value obtained for the molecular weight is 451.69 g mol⁻¹. As for the HOMO energy (alpha / beta): -10.56 / -10.56 eV. The value obtained for the relative energy (zero: lowest compared OMol25 entry of this formula, charge and spin) is 1.7998 eV. Its calculated total energy is -1486.58779 a.u.


The following is a quantum chemistry calculation of a cluster of 10 separate species, C20H60O10 in total in a non-equilibrium geometry, from OMol25.

Geometry as XYZ:
```
90
Properties=species:S:1:pos:R:3:lowdin_charge:R:1
C -4.529 -3.115 1.007 -0.0826
C -3.713 -1.979 1.342 -0.3171
O -2.539 -2.439 1.955 -0.0086
H -5.503 -3.005 0.547 0.0924
H -4.774 -3.657 1.941 0.1057
H -4.009 -3.676 0.357 0.0437
H -4.207 -1.348 2.113 0.1246
H -3.379 -1.416 0.439 0.1035
H -2.724 -2.996 2.571 -0.0027
C 0.091 5.736 -0.776 -0.0815
C -0.986 4.784 -0.335 -0.3151
O -2.281 5.056 -0.911 -0.0534
H 0.370 5.604 -1.784 0.0311
H 0.889 5.439 0.065 0.1230
H -0.008 6.889 -0.750 0.1028
H -1.127 4.905 0.600 0.0317
H -0.732 3.691 -0.490 0.1256
H -2.795 4.420 -0.558 -0.0334
C 2.462 -2.010 -2.247 -0.0915
C 2.642 -3.392 -2.792 -0.3545
O 1.322 -3.675 -3.176 -0.1105
H 3.529 -1.807 -1.613 0.1342
H 1.843 -1.851 -1.529 -0.0285
H 2.326 -1.227 -2.992 0.0911
H 3.483 -3.945 -2.283 0.1178
H 3.344 -3.261 -3.700 0.1241
H 1.275 -4.531 -3.812 0.1799
C 0.550 1.983 4.183 -0.0587
C 0.807 0.491 4.500 -0.3562
O 2.150 0.278 4.364 -0.0732
H -0.554 2.131 3.993 0.0921
H 1.329 2.102 3.326 0.0930
H 1.033 2.743 4.651 0.0199
H 0.392 -0.336 3.914 0.1045
H 0.455 0.381 5.533 0.1019
H 2.309 -0.632 4.585 0.0822
C 1.979 -4.076 1.539 -0.0561
C 3.154 -3.074 1.562 -0.3590
O 4.085 -3.449 2.535 -0.0995
H 1.404 -3.796 0.839 -0.0346
H 1.260 -3.923 2.479 0.1284
H 2.204 -5.112 1.442 0.0648
H 2.658 -2.023 1.801 0.1369
H 3.612 -2.964 0.646 0.0562
H 4.849 -3.042 1.933 0.1386
C 1.107 0.582 0.635 -0.0761
C -0.286 0.030 0.655 -0.2512
O -0.119 -1.148 1.483 -0.0694
H 1.194 1.615 0.103 0.1197
H 1.759 -0.165 0.174 0.0641
H 1.615 0.995 1.360 -0.0166
H -0.601 -0.219 -0.331 0.0764
H -1.001 0.823 1.077 0.1061
H -0.902 -1.599 1.639 -0.0123
C -3.604 1.847 1.343 -0.0911
C -4.026 1.537 -0.121 -0.3056
O -4.072 2.778 -0.839 -0.1022
H -4.223 2.722 1.815 0.1105
H -2.480 2.106 1.454 0.0706
H -3.772 0.849 1.840 0.0577
H -4.984 1.024 -0.155 0.1088
H -3.146 0.878 -0.475 0.0974
H -4.473 2.725 -1.726 0.1053
C 6.255 0.149 -0.228 -0.1441
C 5.170 0.488 0.689 -0.2971
O 5.379 1.820 1.333 0.0072
H 7.155 0.199 0.339 0.0622
H 6.239 0.894 -1.144 0.1220
H 5.902 -0.802 -0.778 0.0945
H 5.119 -0.465 1.561 0.1837
H 4.440 0.545 -0.047 0.0596
H 5.183 1.881 2.127 -0.0751
C -1.383 3.242 -3.571 -0.0614
C -1.625 1.750 -3.298 -0.3413
O -0.482 1.072 -3.744 -0.0418
H -0.295 3.437 -2.991 0.1399
H -2.214 3.842 -3.144 0.0612
H -1.247 3.433 -4.627 0.0589
H -2.403 1.304 -3.803 0.0805
H -1.721 1.595 -2.206 0.1008
H -0.637 0.268 -3.398 -0.0276
C -3.333 -1.444 -2.487 0.0134
C -2.045 -2.124 -1.839 -0.3042
O -0.956 -1.693 -2.511 -0.0927
H -3.257 -0.413 -2.450 0.0193
H -4.058 -1.870 -1.791 0.0732
H -3.259 -1.720 -3.450 0.0400
H -1.715 -3.208 -1.964 0.1519
H -1.904 -2.081 -0.865 0.0224
H -0.239 -2.334 -2.668 0.0694
```

The gap between HOMO and LUMO is 9.8844 eV. The value obtained for the molecular weight is 460.69 g mol⁻¹. As for the HOMO energy: -9.64 eV. The value obtained for the relative energy (zero: lowest compared OMol25 entry of this formula, charge and spin) is 13.3716 eV. Its calculated total energy is -1549.84485 a.u.


The following is a quantum chemistry calculation of a cluster of 8 separate species, C20H61N5O8 in total in a non-equilibrium geometry, from OMol25.

Geometry as XYZ:
```
94
Properties=species:S:1:pos:R:3:lowdin_charge:R:1
C -3.098 -0.578 -4.986 -0.0735
O -2.144 -1.171 -4.091 -0.1716
C -1.894 -0.518 -2.904 -0.2253
C -1.086 0.742 -3.182 -0.4641
C 0.153 0.545 -3.954 -0.0349
N -0.822 1.430 -1.930 0.0560
H -3.999 -0.340 -4.420 0.0821
H -3.417 -1.304 -5.734 0.0864
H -2.730 0.308 -5.502 0.0837
H -2.742 -0.268 -2.266 0.1014
H -1.296 -1.188 -2.287 0.1222
H -1.715 1.512 -3.629 0.1354
H 0.766 -0.173 -3.410 0.0713
H 0.685 1.496 -3.981 0.0894
H 0.004 0.111 -4.943 0.0875
H -1.719 1.669 -1.530 0.0550
H -0.482 2.354 -2.155 0.0260
C -2.419 3.700 1.432 -0.0879
O -3.678 3.059 1.068 -0.2135
C -4.314 3.748 -0.039 -0.1658
C -5.447 2.743 -0.568 -0.3789
C -4.820 1.565 -1.358 -0.0727
N -6.354 3.392 -1.562 0.0186
H -2.173 3.436 2.461 0.0835
H -2.512 4.785 1.421 0.0837
H -1.622 3.362 0.769 0.0648
H -4.687 4.708 0.317 0.1166
H -3.649 3.884 -0.892 0.1147
H -5.984 2.472 0.340 0.1263
H -5.562 0.836 -1.684 0.0744
H -4.078 1.008 -0.787 0.0510
H -4.361 1.948 -2.269 0.0753
H -7.068 2.739 -1.852 0.0619
H -6.906 4.053 -1.034 0.0600
C -1.838 0.055 1.157 -0.0694
O -0.830 -0.732 1.840 -0.2264
C -0.810 -2.089 1.314 -0.1777
C 0.373 -2.980 1.706 -0.4141
C 0.217 -4.411 0.977 -0.0262
N 0.507 -3.211 3.112 0.0486
H -1.564 1.089 1.363 0.0622
H -2.817 -0.135 1.598 0.0981
H -1.859 -0.050 0.072 0.0563
H -1.752 -2.590 1.541 0.1295
H -0.774 -2.003 0.228 0.1016
H 1.290 -2.479 1.395 0.1198
H -0.599 -4.947 1.464 0.0719
H 1.168 -4.939 1.042 0.0702
H 0.086 -4.277 -0.096 0.0643
H -0.269 -3.806 3.366 0.0702
H 0.179 -2.418 3.644 0.0345
C 3.799 1.567 7.112 -0.0888
O 3.382 0.834 5.936 -0.2113
C 1.970 0.628 5.870 -0.1824
C 1.462 0.026 4.509 -0.4056
C 1.799 0.931 3.296 -0.0566
N 0.042 -0.229 4.593 0.0325
H 3.836 0.862 7.943 0.0840
H 3.098 2.386 7.274 0.0769
H 4.763 2.060 6.990 0.0817
H 1.738 -0.022 6.713 0.1218
H 1.515 1.613 5.976 0.1134
H 1.918 -0.936 4.274 0.1268
H 2.870 1.132 3.284 0.0787
H 1.182 1.829 3.318 0.0745
H 1.580 0.545 2.300 0.0429
H -0.425 0.655 4.740 0.0711
H -0.236 -0.580 3.688 0.0197
C 2.410 -1.824 -1.318 -0.1171
O 2.216 -3.181 -1.677 -0.2050
C 3.418 -3.966 -1.461 -0.1686
C 4.421 -3.723 -2.637 -0.4295
C 3.893 -3.805 -4.070 -0.0624
N 5.586 -4.592 -2.436 0.0276
H 2.718 -1.262 -2.199 0.0817
H 3.040 -1.709 -0.436 0.0922
H 1.437 -1.445 -1.004 0.0684
H 3.922 -3.781 -0.512 0.1148
H 3.106 -4.998 -1.300 0.1189
H 4.772 -2.695 -2.557 0.1268
H 3.129 -3.056 -4.276 0.0704
H 3.461 -4.793 -4.227 0.0791
H 4.668 -3.683 -4.827 0.0735
H 5.473 -5.512 -2.837 0.0660
H 6.236 -4.219 -3.114 0.0609
O 2.664 3.551 -1.282 -0.0617
H 2.212 3.075 -0.585 -0.0443
H 3.539 3.715 -0.933 0.0497
O 1.334 2.022 0.207 -0.0393
H 0.626 1.785 0.805 0.0343
H 1.246 1.410 -0.524 0.0440
O -0.058 4.155 -1.845 -0.0558
H -0.189 5.071 -1.601 0.0515
H 0.884 4.014 -1.752 -0.0077
```

The gap between HOMO and LUMO is 9.5250 eV. The value obtained for the molecular weight is 499.73 g mol⁻¹. As for the HOMO energy: -8.97 eV. The value obtained for the relative energy (zero: lowest compared OMol25 entry of this formula, charge and spin) is 1.9168 eV. Its calculated total energy is -1674.15328 a.u.


Among the records above, which one has the highest calculated total energy?
C20H57N3O7


Look up the relative energy (zero: lowest compared OMol25 entry of this formula, charge and spin) of the second one.
13.3716 eV


Among the records above, which one has the lowest calculated total energy?
C20H61N5O8